Entry a
Computed, not measured: a cluster of 2 separate species, C4H8NO3 in total, with wB97M-V/def2-TZVPD.

Geometry as ORCA input:
```
! wB97M-V def2-TZVPD RIJCOSX def2/J DEFGRID3
* xyz -1 1
C 0.08 -1.89 1.25
C -1.30 -1.84 0.75
O -2.22 -2.55 1.18
N -1.68 -0.86 -0.12
H 0.61 -1.01 1.64
H 0.85 -2.15 0.50
H -2.66 -0.61 -0.01
H -0.97 -0.16 -0.48
H 0.09 -2.73 1.99
C 0.64 2.53 -1.16
C 1.43 1.16 -0.80
O 0.97 0.03 -1.08
O 2.60 1.48 -0.53
H 1.36 3.28 -1.48
H 0.52 2.86 -0.05
H -0.33 2.46 -1.60
*
```

Computed properties:
- HOMO (eV) = -4.426

Entry b
Computed, not measured: a cluster of 2 separate species, C4H8NO3 in total, with wB97M-V/def2-TZVPD.

Geometry as ORCA input:
```
! wB97M-V def2-TZVPD RIJCOSX def2/J DEFGRID3
* xyz -1 1
C -0.03 1.68 1.31
C 0.62 2.20 -0.01
O 0.32 1.53 -1.05
O 1.38 3.16 0.06
H -0.66 2.33 1.92
H 0.80 1.44 1.99
H -0.64 0.82 1.05
C 0.70 -1.92 -0.17
C -0.77 -1.74 -0.51
O -1.53 -2.71 -0.36
N -1.11 -0.58 -1.09
H -1.97 -0.55 -1.61
H -0.37 0.25 -1.12
H 1.30 -1.22 -0.74
H 1.07 -2.86 -0.57
H 0.90 -1.82 0.90
*
```

Computed properties:
- HOMO (eV) = -4.871

Entry c
Computed, not measured: a cluster of 2 separate species, C4H8NO3 in total, with wB97M-V/def2-TZVPD.

Geometry as ORCA input:
```
! wB97M-V def2-TZVPD RIJCOSX def2/J DEFGRID3
* xyz -1 1
C 1.48 1.56 -1.40
C 1.23 1.98 0.03
O 1.49 3.10 0.46
N 0.70 1.01 0.79
H 0.44 1.25 1.73
H 0.51 0.05 0.46
H 1.09 2.34 -2.05
H 0.99 0.62 -1.66
H 2.55 1.48 -1.60
C -1.63 -2.12 1.09
C -1.31 -1.70 -0.37
O -0.13 -1.27 -0.54
O -2.23 -1.76 -1.20
H -2.54 -2.72 1.13
H -1.85 -1.19 1.61
H -0.78 -2.63 1.53
*
```

Computed properties:
- HOMO (eV) = -4.676

Energy above the most stable structure, in kJ/mol: entry a 104.7; entry b 33.3; entry c 0.0

Entry a
Computed, not measured: a cluster of 14 separate species, C4H37NO15 in total, with wB97M-V/def2-TZVPD.

Geometry as ORCA input:
```
! wB97M-V def2-TZVPD RIJCOSX def2/J DEFGRID3
* xyz 0 1
C 1.00 1.24 0.55
O 0.76 2.49 1.22
C 1.23 1.58 -0.92
C 1.20 0.34 -1.81
C 1.11 0.52 -3.34
O -0.13 -0.02 -3.76
N 2.45 2.33 -1.21
H 1.95 1.03 1.04
H 0.28 0.46 0.77
H -0.18 2.65 1.35
H 0.37 2.20 -1.19
H 0.24 -0.14 -1.59
H 2.04 -0.28 -1.51
H 1.93 0.10 -3.91
H 1.08 1.61 -3.48
H -0.20 -0.88 -3.35
H 3.24 1.71 -1.06
H 2.61 3.08 -0.55
H -3.78 -2.81 0.41
H -3.74 -1.40 0.52
O -3.74 -2.05 -0.20
H -2.56 1.54 1.33
H -2.00 2.79 2.11
O -1.80 1.90 1.82
H -1.13 4.20 -1.73
H -1.25 2.89 -0.98
O -1.78 3.61 -1.33
H 3.35 -0.71 -0.12
H 4.76 -1.05 0.36
O 4.16 -0.31 0.22
H 2.32 -3.25 0.24
H 3.01 -2.45 1.22
O 3.18 -2.82 0.35
H -0.23 -0.28 2.26
H -1.64 0.05 2.45
O -1.05 -0.73 2.46
H -0.25 -2.90 -0.47
H 0.48 -3.22 0.88
O 0.40 -3.47 -0.05
H -4.12 3.22 0.39
H -3.53 2.16 -0.51
O -4.06 2.27 0.28
H -0.03 -2.03 3.03
H 1.34 -1.27 2.89
O 0.64 -1.75 2.39
H 2.67 0.61 2.62
H 3.03 -0.63 1.98
O 2.87 -0.29 2.87
H -1.66 0.70 -2.94
H -2.56 1.50 -2.03
O -1.93 0.78 -2.00
H -1.51 -3.58 1.66
H -1.92 -2.17 1.91
O -2.29 -3.08 1.93
H -1.99 -2.21 -0.53
H -1.49 -1.71 -1.90
O -1.18 -2.04 -1.06
*
```

Computed properties:
- HOMO (eV) = -9.609

Entry b
Computed, not measured: a cluster of 15 separate species, C4H37NO15 in total, with wB97M-V/def2-TZVPD.

Geometry as ORCA input:
```
! wB97M-V def2-TZVPD RIJCOSX def2/J DEFGRID3
* xyz 0 1
C -0.53 2.29 -1.49
C -0.94 0.94 -0.98
N -1.93 0.17 -1.54
C -2.63 -0.77 -0.69
C -2.64 0.64 -2.71
O -0.22 0.43 -0.12
H -0.69 2.94 -0.62
H 0.54 2.31 -1.70
H -0.97 2.72 -2.38
H -3.24 -1.36 -1.37
H -3.22 -0.28 0.09
H -1.96 -1.40 -0.13
H -2.54 -0.10 -3.51
H -3.72 0.75 -2.57
H -2.31 1.61 -3.02
H 0.33 2.55 4.09
H 1.58 2.77 3.41
O 0.91 3.29 3.89
H 0.02 -2.31 -4.52
H -0.03 -1.58 -3.14
O 0.05 -1.45 -4.08
H -3.12 2.44 0.95
H -3.76 3.24 -0.26
O -3.14 2.54 -0.02
H 1.34 -3.76 0.17
H 0.87 -5.11 0.23
O 0.55 -4.27 -0.08
H 3.59 -0.61 0.24
H 4.65 -1.53 0.94
O 3.85 -1.02 1.10
H 0.60 -0.12 2.76
H 0.33 0.87 1.67
O 0.60 0.84 2.61
H 0.71 0.26 -3.21
H 1.17 0.82 -4.47
O 1.36 0.91 -3.53
H 2.57 -1.56 -1.66
H 2.78 -0.05 -1.91
O 3.21 -0.83 -1.64
H 1.30 -1.79 0.73
H 2.39 -2.16 1.77
O 1.43 -2.12 1.65
H 3.33 3.23 -1.20
H 2.90 2.13 -2.25
O 3.60 2.44 -1.68
H 0.07 -2.73 -1.28
H -0.07 -1.15 -1.41
O 0.56 -1.89 -1.42
H -2.10 1.13 4.08
H -1.22 2.39 3.93
O -2.14 2.10 3.93
H -1.64 -3.32 2.05
H -0.24 -2.87 2.29
O -1.14 -2.52 2.20
H -1.71 -0.94 4.49
H -1.75 -0.86 3.04
O -2.32 -0.62 3.81
*
```

Computed properties:
- HOMO (eV) = -9.951

Entry c
Computed, not measured: a cluster of 14 separate species, C4H37NO15 in total, with wB97M-V/def2-TZVPD.

Geometry as ORCA input:
```
! wB97M-V def2-TZVPD RIJCOSX def2/J DEFGRID3
* xyz 0 1
C -0.26 0.71 1.19
C -1.09 1.90 1.69
C -0.90 2.31 3.15
O -0.82 3.00 0.79
N 0.01 0.66 -0.22
C -0.97 0.04 -1.10
O -0.42 -1.08 -1.86
H -0.59 -0.23 1.61
H 0.71 0.77 1.73
H -2.16 1.84 1.46
H -0.41 3.26 3.26
H -0.13 1.60 3.52
H -1.80 2.06 3.70
H 0.04 3.45 0.81
H 0.16 1.60 -0.56
H -1.80 -0.38 -0.55
H -1.16 0.68 -1.98
H 0.43 -1.39 -1.49
H -3.87 0.18 -1.39
H -5.06 0.54 -0.57
O -4.45 0.95 -1.20
H 2.60 1.66 0.79
H 2.47 2.90 -0.17
O 2.27 2.57 0.71
H -1.13 3.82 -2.03
H -0.39 3.33 -3.20
O -0.21 3.65 -2.31
H 2.37 3.11 -2.55
H 2.12 1.57 -2.57
O 2.68 2.28 -2.18
H 1.46 -0.36 -3.98
H 1.11 0.96 -4.64
O 1.46 0.59 -3.82
H -2.82 -1.78 -1.21
H -3.05 -1.59 -2.73
O -3.47 -1.53 -1.87
H 2.33 -0.76 2.34
H 3.63 -0.26 1.71
O 2.99 -0.05 2.40
H -0.60 -2.27 -0.48
H -1.00 -3.77 -0.37
O -1.26 -2.89 -0.10
H 0.12 -4.04 0.82
H 1.13 -3.55 1.82
O 0.70 -4.36 1.53
H -0.32 -1.30 3.15
H 0.95 -2.04 3.60
O 0.39 -1.85 2.85
H 2.85 0.44 -1.25
H 1.56 0.30 -0.33
O 2.53 -0.05 -0.49
H 2.43 -1.56 -1.32
H 2.24 -2.88 -2.19
O 2.00 -2.45 -1.36
H -1.40 -4.01 2.65
H -2.18 -3.02 1.93
O -2.00 -3.28 2.85
*
```

Computed properties:
- HOMO (eV) = -9.948

Energy above the most stable structure, in kJ/mol: entry a 247.1; entry b 0.0; entry c 136.0

Entry a
Computed, not measured: the ion C7H13N2 with charge +1, with wB97M-V/def2-TZVPD.

Geometry as ORCA input:
```
! wB97M-V def2-TZVPD RIJCOSX def2/J DEFGRID3
* xyz 1 1
C -2.47 -1.52 0.01
C -2.07 -0.35 -0.48
N -1.13 0.50 0.10
C -0.86 1.98 -0.43
C -0.46 0.14 1.20
N 0.87 -0.61 0.81
C 1.91 -0.45 0.09
C 2.90 0.59 -0.30
C 1.20 -1.70 -0.23
H -1.97 -2.02 0.84
H -3.43 -1.86 -0.20
H -2.55 0.18 -1.27
H -0.81 1.99 -1.56
H 0.15 2.26 -0.14
H -1.73 2.55 0.02
H -0.96 -0.73 1.69
H -0.15 0.87 1.91
H 3.81 0.25 -0.93
H 3.36 0.83 0.67
H 2.49 1.49 -0.79
H 0.55 -1.76 -1.12
H 1.35 -2.65 0.14
*
```

Computed properties:
- HOMO (spin up / spin down) (eV) = -12.205 / -12.205

Entry b
Computed, not measured: the ion C7H13N2 with charge +1, with wB97M-V/def2-TZVPD.

Geometry as ORCA input:
```
! wB97M-V def2-TZVPD RIJCOSX def2/J DEFGRID3
* xyz 1 1
C -0.50 -0.75 2.77
N -0.50 -0.72 1.50
C 0.12 -0.63 0.30
N -0.01 -1.59 -0.56
C -0.75 -2.80 -0.25
C 0.72 0.66 -0.04
C 0.76 0.95 -1.54
C 0.32 2.38 -1.33
C -0.11 2.05 0.07
H -1.33 -0.53 3.31
H 0.35 -0.99 3.42
H 0.18 -1.54 -1.50
H -0.79 -3.29 -1.20
H -1.63 -2.47 0.15
H -0.16 -3.27 0.47
H 1.53 0.80 0.57
H 0.02 0.35 -1.97
H 1.74 0.85 -1.99
H 1.15 3.14 -1.32
H -0.44 2.62 -2.02
H 0.46 2.70 0.79
H -1.14 2.06 0.37
*
```

Computed properties:
- HOMO (eV) = -14.543

Entry c
Computed, not measured: the ion C7H13N2 with charge +1, with wB97M-V/def2-TZVPD.

Geometry as ORCA input:
```
! wB97M-V def2-TZVPD RIJCOSX def2/J DEFGRID3
* xyz 1 1
C -0.79 1.53 1.46
C -1.05 1.65 0.16
C -0.51 0.11 1.85
C 0.67 -1.42 0.18
C 1.07 0.40 -1.33
C -0.62 -0.69 0.53
C -0.96 0.37 -0.53
N -1.82 0.09 -1.54
N 1.66 -0.40 -0.25
H -0.81 2.32 2.19
H -1.33 2.56 -0.35
H 0.47 0.02 2.32
H -1.24 -0.22 2.58
H 1.04 -1.99 1.03
H 0.51 -2.10 -0.66
H 1.04 -0.14 -2.26
H 1.48 1.39 -1.40
H -1.44 -1.42 0.58
H -1.79 -0.80 -2.01
H -2.14 0.86 -2.10
H 1.86 0.23 0.54
H 2.55 -0.85 -0.52
*
```

Computed properties:
- HOMO (eV) = -11.944

Energy above the most stable structure, in kJ/mol: entry a 270.0; entry b 90.5; entry c 0.0

Entry a
Computed, not measured: a cluster of 2 separate species, C2H3IOS in total, with wB97M-V/def2-TZVPD.

Geometry as ORCA input:
```
! wB97M-V def2-TZVPD RIJCOSX def2/J DEFGRID3
* xyz 0 1
C -0.02 1.61 0.13
C -1.06 -0.48 -0.15
O -1.06 0.97 -0.11
S 1.53 1.39 0.32
I 3.85 -0.99 0.29
H -1.86 -0.96 0.37
H -0.06 -0.69 0.25
H -1.33 -0.84 -1.11
*
```

Computed properties:
- HOMO (spin up / spin down) (eV) = -9.327 / -8.312

Entry b
Computed, not measured: a cluster of 2 separate species, C2H3IOS in total, with wB97M-V/def2-TZVPD.

Geometry as ORCA input:
```
! wB97M-V def2-TZVPD RIJCOSX def2/J DEFGRID3
* xyz 0 1
C -0.13 -2.42 -0.40
C 0.79 0.95 0.30
O -0.73 -3.32 -0.66
S -0.56 1.69 -0.70
I -2.53 0.68 0.02
H 0.65 -0.03 0.74
H 0.84 1.64 1.09
H 1.68 0.80 -0.39
*
```

Computed properties:
- HOMO (eV) = -8.534

Energy above the most stable structure, in kJ/mol: entry a 247.6; entry b 0.0